Record 1
{"formula": "C8H24NiO8S5", "method": "wB97M-V/def2-TZVPD", "max_force_ha_per_bohr": 0.12289, "s_squared": 3.755, "total_charge": -1, "lumo_energy_ha": [0.06126, 0.08274], "relative_energy_kj_mol": 148.0, "spin_multiplicity": 4, "elements": ["O", "Ni", "H", "H", "C", "H", "H", "S", "S", "C", "H", "O", "H", "H", "H", "H", "C", "H", "O", "O", "H", "H", "C", "C", "O", "H", "H", "H", "O", "H", "H", "H", "H", "C", "S", "C", "O", "C", "H", "H", "S", "H", "S", "O", "H", "H"], "xyz": [[-2.292, -2.377, 0.961], [0.220, 0.244, 0.370], [-1.778, 2.252, -2.955], [-3.586, 2.267, -1.688], [2.014, 0.048, 4.257], [-3.251, -2.253, -3.009], [-3.735, 2.265, -0.006], [3.477, -0.170, -0.457], [-1.264, -1.523, 1.639], [3.405, 0.506, -2.120], [3.676, -0.312, -2.789], [-1.538, -1.930, 3.000], [2.933, -2.437, 0.115], [0.393, -3.164, -1.420], [-1.547, 4.029, -2.976], [2.293, -2.042, -1.361], [-2.802, -1.448, -2.425], [-0.729, 2.682, 4.188], [-1.516, -0.117, 1.221], [-0.476, 2.047, -0.269], [-0.266, -3.670, -2.968], [-0.132, 3.072, -2.703], [3.239, -1.975, -0.823], [-1.210, 3.087, -2.545], [0.731, 1.028, 2.080], [-2.682, 1.025, -0.622], [2.906, -0.168, 3.669], [0.181, 2.019, 5.564], [0.083, -1.677, 1.066], [2.418, 0.830, -2.447], [-3.096, -1.621, -1.390], [-1.341, -3.566, -1.529], [-0.570, 1.066, 4.357], [-0.494, -3.124, -2.052], [-1.496, 3.091, -0.670], [-3.008, 2.052, -0.789], [-0.402, -0.313, -1.425], [0.035, 1.964, 4.485], [1.327, -0.780, 4.428], [-3.169, -0.444, -2.636], [1.423, 1.561, 3.329], [2.261, 0.301, 5.288], [-0.908, -1.312, -2.500], [2.125, 0.286, 0.078], [4.145, 1.298, -2.235], [4.004, -2.599, -1.285]], "atomic_forces_ev_per_a": [[1.018, 0.441, -1.881], [-1.034, -0.842, 0.147], [0.488, -0.022, -0.020], [0.424, -0.278, -0.328], [0.023, 0.999, 0.081], [0.520, 0.225, -0.462], [0.375, 0.200, 0.456], [-1.530, -0.254, -0.581], [-5.196, -3.272, -1.492], [0.885, -0.699, -0.834], [0.263, 0.096, -0.169], [2.255, 1.712, 2.129], [0.395, 0.205, 0.459], [-0.226, 0.387, 0.124], [-0.339, 0.020, 0.047], [0.178, 0.243, -0.533], [0.907, 0.526, 1.405], [0.866, 0.715, -0.483], [-1.263, 1.871, 0.872], [-0.101, 2.148, 0.237], [-0.181, 0.318, -0.230], [-0.088, -0.482, 0.203], [-1.212, 0.160, 0.497], [-0.376, 0.931, 0.920], [1.176, 1.699, 3.294], [0.205, -0.013, -0.357], [-0.084, -0.568, 0.285], [0.850, 0.258, -0.184], [2.473, -1.197, 0.281], [-0.235, 0.031, 0.643], [0.420, -0.238, 0.386], [0.122, 0.171, 0.155], [0.027, -0.496, 0.019], [-0.440, 0.903, 0.154], [0.671, -2.598, -1.710], [-0.871, 0.764, 0.567], [-1.271, -1.952, -2.647], [-1.298, -1.391, -0.272], [-0.396, 0.104, -1.130], [0.033, -0.151, -0.602], [-1.476, -1.365, -0.333], [0.500, 0.641, -0.113], [0.076, -0.399, 1.007], [2.291, -0.319, -0.050], [-0.098, 0.028, 0.112], [0.272, 0.739, -0.071]], "nbo_charge": [-1.12, 1.52, 0.22, 0.21, -0.81, 0.23, 0.23, 1.11, 2.58, -1.22, 0.22, -1.02, 0.25, 0.25, 0.21, 0.23, -0.81, 0.24, -1.11, -1.02, 0.21, 0.24, -0.90, -0.84, -0.99, 0.30, 0.23, 0.23, -1.10, 0.25, 0.29, 0.26, 0.26, -0.78, 1.21, -0.83, -1.01, -0.86, 0.27, 0.22, 1.23, 0.22, 1.08, -1.05, 0.23, 0.24]}


Record 2
{"formula": "C8H24O4", "method": "wB97M-V/def2-TZVPD", "smiles": "CCO.CCO.CCO.CCO", "max_force_ha_per_bohr": 0.25533, "total_charge": 0, "lumo_energy_ha": 0.02297, "relative_energy_kj_mol": 473.5, "spin_multiplicity": 1, "elements": ["H", "H", "C", "H", "O", "C", "H", "H", "H", "O", "C", "H", "H", "H", "C", "O", "H", "H", "H", "H", "H", "H", "O", "H", "H", "H", "C", "H", "H", "C", "H", "C", "H", "H", "C", "H"], "xyz": [[-15.242, -51.765, -8.136], [-15.483, -47.666, -13.335], [-20.632, -45.726, -7.148], [-17.954, -51.713, -7.457], [-15.494, -47.585, -12.284], [-20.065, -49.242, -11.712], [-16.293, -45.747, -12.351], [-15.325, -46.091, -10.075], [-18.138, -50.110, -9.602], [-18.580, -49.461, -9.834], [-16.251, -52.204, -8.163], [-15.805, -53.561, -9.956], [-21.271, -46.808, -8.888], [-20.649, -47.883, -7.587], [-20.428, -46.930, -8.086], [-19.127, -47.061, -8.426], [-16.274, -52.941, -7.289], [-17.431, -47.174, -12.223], [-19.941, -45.726, -6.238], [-17.446, -53.092, -9.551], [-16.301, -47.432, -9.784], [-21.690, -45.718, -6.792], [-17.218, -51.230, -7.993], [-20.380, -49.821, -12.679], [-20.963, -48.738, -11.169], [-19.008, -47.737, -8.912], [-19.210, -50.196, -10.814], [-20.467, -44.874, -7.892], [-19.564, -48.336, -11.970], [-16.412, -46.510, -10.414], [-18.373, -50.374, -11.562], [-16.472, -52.776, -9.567], [-17.069, -45.836, -10.051], [-19.783, -51.014, -10.610], [-16.569, -46.752, -11.858], [-16.306, -52.121, -10.448]], "atomic_forces_ev_per_a": [[-0.332, 0.224, 0.247], [-0.221, 0.383, 3.579], [0.245, 0.240, -0.593], [1.709, 1.781, -1.477], [0.731, -1.283, -3.325], [-2.340, -0.697, 0.219], [-1.352, -1.042, 0.411], [-2.249, -0.417, -1.620], [8.113, -8.686, 5.579], [-6.954, 8.377, -2.331], [2.153, -1.218, -0.436], [-0.165, -0.452, 1.060], [1.812, -0.199, 0.532], [-0.814, 0.112, 0.290], [-3.176, -0.608, 1.383], [0.487, 8.497, 3.993], [-0.024, 0.519, -1.481], [-2.544, -0.560, -0.335], [-0.774, 0.143, -1.488], [-2.508, -1.119, -0.553], [-1.123, 0.464, -0.668], [0.789, 0.139, -0.304], [-3.028, -0.435, 2.289], [0.292, 1.261, 1.839], [0.953, -1.560, -0.767], [1.532, -7.805, -5.487], [0.905, 4.584, -6.069], [-0.079, -0.507, 1.690], [1.118, 0.270, -0.513], [5.055, -2.184, 1.883], [-0.884, -1.058, 0.692], [2.649, -0.076, -0.815], [-2.441, 1.854, 1.387], [-1.215, -2.438, 1.397], [4.151, 2.744, -1.295], [-0.470, 0.753, 1.088]], "nbo_charge": [0.17, 0.46, -0.63, 0.47, -0.74, -0.63, 0.15, 0.20, 0.46, -0.70, -0.07, 0.22, 0.13, 0.14, -0.05, -0.71, 0.16, 0.17, 0.21, 0.19, 0.22, 0.21, -0.73, 0.21, 0.20, 0.48, -0.08, 0.21, 0.21, -0.62, 0.16, -0.65, 0.22, 0.17, -0.06, 0.22]}


Record 3
{"formula": "C8H24O8", "method": "wB97M-V/def2-TZVPD", "smiles": "OCCO.OCCO.OCCO.OCCO", "max_force_ha_per_bohr": 0.02677, "total_charge": 0, "lumo_energy_ha": 0.00693, "relative_energy_kj_mol": 71.3, "spin_multiplicity": 1, "elements": ["H", "H", "O", "O", "H", "H", "H", "H", "O", "C", "H", "H", "C", "C", "H", "H", "H", "H", "C", "H", "C", "O", "C", "H", "H", "H", "H", "H", "H", "O", "O", "H", "O", "H", "C", "H", "H", "O", "C", "H"], "xyz": [[0.511, -1.573, -0.108], [2.014, 0.900, 4.102], [0.710, -0.447, -5.832], [2.514, -1.500, 1.759], [1.150, 2.952, 5.887], [-1.725, -0.752, -5.448], [-1.745, -0.935, 0.459], [-2.934, 0.224, 0.970], [0.576, -0.477, 3.637], [1.465, -1.151, -0.438], [0.893, 1.524, 3.000], [-0.356, -0.582, 3.429], [-0.603, -1.497, -4.064], [-2.453, -0.198, 0.073], [-0.883, 1.448, 4.718], [0.949, 0.638, -0.860], [-0.442, -2.499, -4.475], [1.991, -1.334, 2.560], [0.167, 1.472, 5.032], [-2.390, 1.740, -0.863], [0.651, -0.712, -4.439], [1.229, -0.120, -1.397], [-1.698, 0.911, -0.656], [0.794, 0.196, -3.845], [1.620, 0.316, 1.096], [-0.665, -1.497, -2.974], [-1.091, 1.833, 0.907], [-1.324, 0.628, -1.637], [3.157, -0.156, 0.413], [-0.631, 1.406, 0.176], [-3.437, -0.831, -0.723], [1.534, -1.307, -4.183], [-1.798, -0.872, -4.491], [2.082, -1.927, -0.884], [0.941, 0.856, 3.871], [0.423, 0.443, -6.040], [0.350, 0.926, 5.956], [0.511, 2.844, 5.180], [2.202, -0.552, 0.772], [-4.257, -0.338, -0.638]], "atomic_forces_ev_per_a": [[0.026, -0.218, 0.015], [-0.132, -0.514, 0.129], [-0.047, -0.319, -0.429], [-0.311, -0.088, 0.519], [0.056, -0.087, 0.016], [-0.037, -0.053, 0.174], [-0.023, -0.172, -0.353], [0.136, 0.115, -0.042], [0.268, -0.504, -0.091], [0.074, 0.429, 0.526], [-0.563, -0.269, -0.094], [-0.022, 0.265, -0.045], [0.689, 0.673, 0.216], [-0.081, 0.145, 0.293], [-0.109, -0.086, 0.560], [-0.083, 0.007, -0.325], [-0.554, -0.123, 0.110], [-0.083, -0.037, -0.365], [0.106, 0.372, -0.708], [-0.016, -0.076, 0.041], [0.409, 0.311, 0.435], [0.218, -0.098, 0.354], [-0.560, 0.551, 0.053], [-0.429, 0.057, -0.138], [-0.097, -0.157, 0.486], [0.094, -0.439, -0.033], [0.397, 0.137, 0.092], [0.333, -0.394, 0.244], [-0.062, 0.093, -0.146], [-0.526, -0.232, -0.248], [0.297, -0.058, 0.018], [-0.153, -0.158, -0.111], [0.078, -0.044, -0.483], [-0.094, -0.063, -0.177], [0.816, 1.040, 0.384], [-0.044, 0.124, 0.250], [-0.281, -0.210, -0.017], [-0.123, 0.021, -0.100], [0.479, 0.053, -0.905], [-0.044, 0.005, -0.102]], "nbo_charge": [0.15, 0.18, -0.74, -0.74, 0.47, 0.47, 0.18, 0.14, -0.73, -0.08, 0.17, 0.48, -0.09, -0.08, 0.16, 0.48, 0.16, 0.50, -0.08, 0.16, -0.09, -0.74, -0.10, 0.18, 0.16, 0.19, 0.47, 0.21, 0.17, -0.74, -0.70, 0.18, -0.72, 0.18, -0.09, 0.47, 0.18, -0.72, -0.09, 0.47]}